1.
Below is 2 unconnected molecules or ions with the total composition C3H8FN2O2, with properties calculated with the ωB97M-V functional and the def2-TZVPD basis.

Geometry as XYZ:
```
16
C3H8FN2O2 | OMol25 | the ωB97M-V functional and the def2-TZVPD basis
C -0.301 0.832 -0.019
H 1.588 -0.178 0.163
C 0.529 -0.447 0.058
H -1.339 0.401 -0.011
N -0.138 1.681 1.122
H -0.824 2.503 1.014
H 0.795 2.088 1.123
C 0.331 -1.383 -1.124
H -0.721 -1.687 -1.194
H 0.604 -0.851 -2.045
H 0.958 -2.282 -1.039
N 0.267 -1.228 1.360
O -0.842 -1.692 1.521
O 1.185 -1.367 2.145
F -2.070 2.307 -2.084
H -0.023 1.301 -0.990
```

As for the HOMO energy: -3.708 eV. The value obtained for the lowest unoccupied orbital energy is 3.500 eV. The calculated total energy is -13031.431 eV. As for the total charge: -1.

=====

2.
Below is 2 unconnected molecules or ions with the total composition C3H8FN4O, with properties calculated with the ωB97M-V functional and the def2-TZVPD basis.

Geometry as XYZ:
```
17
C3H8FN4O | OMol25 | the ωB97M-V functional and the def2-TZVPD basis
C -1.951 -0.476 -0.212
C 1.934 0.237 -0.091
C -2.027 0.932 0.284
N -2.745 -1.382 0.413
N 3.174 0.471 0.296
N 1.406 -0.033 -1.339
N 1.055 0.145 0.921
O -1.294 -0.706 -1.197
F -1.445 1.887 -0.377
H -2.987 1.124 0.766
H -3.194 -1.074 1.231
H -2.593 -2.364 0.315
H 3.893 0.788 -0.330
H 3.458 0.249 1.229
H 1.697 0.007 -2.282
H 0.490 -0.380 -1.438
H 1.127 0.576 1.811
```

As for the HOMO energy (spin up / spin down): -13.732 / -12.464 eV. The value obtained for the lowest unoccupied orbital energy (spin up / spin down) is -4.191 / -7.245 eV. The calculated total energy is -13956.245 eV. As for the total charge: +1.

=====

3.
Below is C3H8FNO in the gas phase, with properties calculated with the ωB97M-V functional and the def2-TZVPD basis.

Geometry as XYZ:
```
14
C3H8FNO | OMol25 | the ωB97M-V functional and the def2-TZVPD basis
N 1.807 -0.176 -0.758
C 1.073 0.152 0.499
C -0.370 0.467 0.474
O -0.556 1.458 -0.425
C -1.227 -0.731 -0.006
F -2.384 -0.084 -0.414
H 1.790 -1.172 -0.904
H 1.510 0.273 -1.572
H 1.180 -0.715 1.165
H 1.661 0.907 1.043
H -0.683 0.728 1.511
H -1.528 1.525 -0.508
H -0.774 -1.158 -0.878
H -1.498 -1.475 0.773
```

As for the HOMO energy: -9.421 eV. The value obtained for the lowest unoccupied orbital energy is 0.969 eV. The calculated total energy is -9495.031 eV. As for the total charge: 0.

=====

4.
Below is 2 unconnected molecules or ions with the total composition C3H8IN2O, with properties calculated with the ωB97M-V functional and the def2-TZVPD basis.

Geometry as XYZ:
```
15
C3H8IN2O | OMol25 | the ωB97M-V functional and the def2-TZVPD basis
C 0.302 0.102 1.212
C -0.748 -0.170 -1.205
C -0.577 0.646 0.006
N 0.930 -1.056 0.966
N -1.214 1.770 0.143
O 0.384 0.880 2.171
I 4.865 -1.239 0.160
H 0.112 -0.500 -1.628
H -1.386 -0.894 -0.949
H -1.268 0.413 -2.031
H 0.676 -1.647 0.162
H 1.735 -1.309 1.466
H -1.738 2.297 -0.586
H -0.925 2.462 0.830
H 5.888 -0.158 0.985
```

As for the HOMO energy: -12.806 eV. The value obtained for the lowest unoccupied orbital energy is -5.659 eV. The calculated total energy is -16361.670 eV. As for the total charge: +1.

=====

5.
Below is C3H8IN2OP in the gas phase, with properties calculated with the ωB97M-V functional and the def2-TZVPD basis.

Geometry as XYZ:
```
16
C3H8IN2OP | OMol25 | the ωB97M-V functional and the def2-TZVPD basis
C -0.649 -0.451 1.343
N -0.958 -0.259 -0.007
P -2.641 -0.394 -0.559
C -0.227 0.414 -0.881
O -0.753 0.529 -1.981
N 1.077 0.970 -0.817
C 2.082 0.524 0.127
I 1.861 1.481 -2.612
H -1.336 -1.178 1.794
H 0.440 -0.698 1.416
H -0.677 0.537 1.980
H -2.676 -1.418 0.495
H -2.299 -1.348 -1.550
H 2.032 1.220 1.015
H 1.667 -0.520 0.534
H 3.055 0.592 -0.297
```

As for the HOMO energy: -8.671 eV. The value obtained for the lowest unoccupied orbital energy is -0.059 eV. The calculated total energy is -25655.473 eV. As for the total charge: 0.

=====

6.
Below is a molecular structure, C3H8IOZn, with properties calculated with the ωB97M-V functional and the def2-TZVPD basis.

Geometry as XYZ:
```
14
C3H8IOZn | OMol25 | the ωB97M-V functional and the def2-TZVPD basis
Zn -3.876 -12.043 20.424
I -2.482 -12.364 18.073
C 2.326 -10.294 15.465
C 1.274 -11.271 15.891
C 1.809 -12.577 16.460
O 0.447 -10.603 16.838
H 2.010 -9.284 15.205
H 2.915 -10.693 14.639
H 2.955 -10.157 16.344
H 0.635 -11.432 15.023
H 1.030 -13.266 16.785
H 2.609 -12.548 17.199
H 2.387 -13.085 15.687
H -0.273 -11.180 17.105
```

As for the HOMO energy (spin up / spin down): -8.759 / -9.531 eV. The spin multiplicity is 2. The expectation value of S² is 0.759. The value obtained for the lowest unoccupied orbital energy (spin up / spin down) is -0.051 / -2.735 eV. The calculated total energy is -61806.149 eV. As for the total charge: 0.

=====

7.
Below is 2 unconnected molecules or ions with the total composition C3H8N2, with properties calculated with the ωB97M-V functional and the def2-TZVPD basis.

Geometry as XYZ:
```
13
C3H8N2 | OMol25 | the ωB97M-V functional and the def2-TZVPD basis
C -1.844 -0.605 -0.502
N -1.513 0.215 0.686
N -2.790 0.360 -0.052
H -2.149 -1.675 -0.173
H -1.105 -0.387 -1.249
H -1.831 -0.137 1.588
H -2.853 1.068 -0.760
C 2.554 -0.337 0.378
C 2.166 0.702 -0.262
H 2.046 -0.496 1.359
H 3.297 -0.851 -0.059
H 2.634 0.949 -1.144
H 1.388 1.194 0.190
```

As for the HOMO energy: -9.624 eV. The value obtained for the lowest unoccupied orbital energy is 1.202 eV. The calculated total energy is -6216.832 eV. As for the total charge: 0.

=====

8.
Below is C3H8N2 in the gas phase, with properties calculated with the ωB97M-V functional and the def2-TZVPD basis.

Geometry as XYZ:
```
13
C3H8N2 | OMol25 | the ωB97M-V functional and the def2-TZVPD basis
C -1.612 -0.189 -0.210
C -0.184 -0.109 0.446
C 0.766 1.022 -0.026
N 1.730 -0.070 -0.093
N 0.752 -1.095 -0.074
H -1.466 -0.537 -1.285
H -2.164 0.779 -0.143
H -2.255 -0.863 0.473
H -0.135 0.023 1.656
H 0.570 1.302 -1.039
H 0.831 1.668 0.810
H 2.148 -0.091 -0.955
H 1.018 -1.840 0.440
```

As for the HOMO energy: -8.032 eV. The value obtained for the lowest unoccupied orbital energy is 1.238 eV. The calculated total energy is -6217.802 eV. As for the total charge: 0.

=====

9.
Below is 2 unconnected molecules or ions with the total composition C3H8N2, with properties calculated with the ωB97M-V functional and the def2-TZVPD basis.

Geometry as XYZ:
```
13
C3H8N2 | OMol25 | the ωB97M-V functional and the def2-TZVPD basis
N -0.458 -0.116 -2.153
C 0.207 -0.846 -1.430
N 0.729 -1.893 -1.076
H -0.143 0.250 -3.033
H 1.216 -2.026 -0.212
C 0.435 1.046 0.759
C -0.806 0.051 1.115
H 0.854 1.334 1.720
H 1.310 0.676 0.231
H 0.019 1.925 0.279
H -1.488 -0.288 0.342
H -0.410 -0.763 1.716
H -1.466 0.650 1.741
```

As for the HOMO energy: -10.065 eV. The value obtained for the lowest unoccupied orbital energy is 0.975 eV. The calculated total energy is -6219.509 eV. As for the total charge: 0.

=====

10.
Below is C3H8N2 in the gas phase, with properties calculated with the ωB97M-V functional and the def2-TZVPD basis.

Geometry as XYZ:
```
13
C3H8N2 | OMol25 | the ωB97M-V functional and the def2-TZVPD basis
C 1.700 -0.027 -0.198
N 0.430 0.144 0.472
C -0.708 0.562 -0.507
C -1.528 -0.580 0.092
N -0.342 -1.048 0.786
H 2.261 -0.843 0.261
H 1.627 -0.162 -1.268
H 2.240 0.897 0.043
H -0.304 0.597 -1.536
H -0.888 1.519 0.013
H -2.404 -0.216 0.647
H -1.906 -1.383 -0.540
H -0.522 -0.997 1.772
```

As for the HOMO energy: -8.018 eV. The value obtained for the lowest unoccupied orbital energy is 1.256 eV. The calculated total energy is -6218.064 eV. As for the total charge: 0.